Record 1
This record from the OMol25 dataset describes C19H33AuNO5PSi as an isolated structure. The level of theory is ωB97M-V/def2-TZVPD.

```
61
C19H33AuNO5PSi | the OMol25 dataset | ωB97M-V/def2-TZVPD
Au 0.6110 0.0685 -0.2127
O -1.1517 -3.5902 1.1176
C -0.6326 -2.5090 0.9055
O -0.0090 -2.1526 -0.1612
C -0.6975 -1.4551 2.0085
C -1.2245 -1.6848 3.2677
C -1.1671 -0.6665 4.2081
C -0.5704 0.5462 3.8860
C -0.0708 0.7133 2.6090
N -0.1718 -0.2714 1.7225
C 0.6811 1.9497 2.1356
O 0.8733 2.8597 2.9161
O 1.0675 1.9112 0.9004
H -1.6555 -2.6542 3.4731
H -1.5721 -0.8231 5.1992
H -0.4688 1.3586 4.5912
C 4.0890 2.3266 -0.3821
P 4.0794 0.5712 0.0015
C 4.0997 0.4602 1.7975
C 5.6586 -0.0888 -0.5508
O 2.9357 -0.1777 -0.6190
H 4.9331 2.8214 0.0980
H 3.1509 2.7435 -0.0087
H 4.1507 2.4715 -1.4607
H 5.0063 0.9087 2.2047
H 4.0544 -0.5884 2.0924
H 3.2364 0.9874 2.2009
H 6.4893 0.4586 -0.1054
H 5.7179 -0.0125 -1.6364
H 5.7285 -1.1403 -0.2734
C 1.0487 -1.5185 -3.2572
Si -0.1252 -0.2497 -2.5521
C -1.9496 -0.8174 -2.6666
C -2.7619 -0.2724 -1.4847
C -2.0367 -2.3517 -2.6719
C -2.5985 -0.3346 -3.9740
C 0.2578 1.5022 -3.2516
C 1.6598 1.9420 -2.8084
C -0.7416 2.5557 -2.7714
C 0.2644 1.4339 -4.7901
H 0.7936 -1.7592 -4.2937
H 0.9752 -2.4289 -2.6627
H 2.0798 -1.1704 -3.2156
H -2.4125 -0.6962 -0.5426
H -3.8149 -0.5471 -1.6040
H -2.7077 0.8172 -1.4055
H -1.5921 -2.7991 -1.7872
H -1.5502 -2.7757 -3.5533
H -3.0916 -2.6425 -2.7112
H -2.6750 0.7495 -4.0429
H -3.6160 -0.7362 -4.0258
H -2.0642 -0.6989 -4.8545
H 1.6819 2.1786 -1.7432
H 1.9419 2.8496 -3.3537
H 2.4193 1.1820 -3.0016
H -0.7334 2.6412 -1.6822
H -1.7642 2.3470 -3.0891
H -0.4656 3.5336 -3.1804
H 1.0104 0.7255 -5.1579
H 0.5254 2.4200 -5.1904
H -0.6996 1.1592 -5.2105
```

Properties
Largest force on an atom = 0.46 eV/A
Gap between HOMO and LUMO (alpha / beta) = 0.2743 / 0.2665 Ha
Lowest unoccupied orbital energy (alpha / beta) = -0.146 / -2.167 eV
Multiplicity = 3
<S²> = 2.007
HOMO level (alpha / beta) = -7.6 / -9.4 eV

Need the Löwdin charges? In units of e they are: 1.12, 0.07, -0.61, -0.14, -0.15, 0.03, -0.02, 0.02, -0.16, 0.04, -0.61, 0.07, -0.16, 0.13, 0.11, 0.13, -0.17, 0.55, -0.15, -0.17, -0.44, 0.06, 0.04, 0.05, 0.06, 0.06, 0.04, 0.06, 0.06, 0.06, -0.18, 0.71, -0.64, -0.10, -0.10, -0.10, -0.65, -0.14, -0.10, -0.09, 0.04, 0.03, 0.02, 0.06, 0.09, 0.07, 0.06, 0.08, 0.09, 0.06, 0.09, 0.08, 0.04, 0.09, 0.07, 0.07, 0.06, 0.09, 0.08, 0.09, 0.06

***

Record 2
This record from the OMol25 dataset describes an isolated ion of composition C4H8NO2 and charge +1. The level of theory is ωB97M-V/def2-TZVPD.

```
15
C4H8NO2 | the OMol25 dataset | ωB97M-V/def2-TZVPD
C -0.2659 0.3937 -2.0356
C 0.1525 -0.5030 -1.0074
C 0.8347 -0.5353 1.5769
C -1.1415 0.8089 0.8928
N -0.0739 -0.0435 0.5889
O 0.1122 0.0646 -3.1428
O 1.0185 -1.3827 -1.1864
H -0.6907 1.3453 -1.9339
H 0.4522 -1.0059 2.5425
H 1.3026 0.3062 2.0831
H 1.5141 -1.1969 1.0492
H -1.9913 0.4415 1.3180
H -1.5152 1.2689 -0.0477
H -0.7037 1.5142 1.5360
H 0.9954 -1.4759 -2.2335
```

Properties
Largest force on an atom = 10.99 eV/A
Gap between HOMO and LUMO (alpha / beta) = 0.2800 / 0.2770 Ha
Lowest unoccupied orbital energy (alpha / beta) = -6.940 / -6.968 eV
Charge = +1
HOMO level (alpha / beta) = -14.6 / -14.5 eV

Need the Löwdin charges? In units of e they are: -0.11, -0.10, -0.04, -0.04, -0.08, 0.16, 0.22, 0.13, 0.14, 0.11, 0.09, 0.08, 0.11, 0.10, 0.23

***

Taking the records one at a time from the top gives energy values of -52825.9109, -9851.9342 eV.
Taking the records one at a time from the top gives ΔE to the lowest compared entry with this formula, charge and spin values of 1.1, 101.4 kcal per mole.